(1)
ORCA calculation (the ωB97M-V functional and the def2-TZVPD basis) on a single C3H7BrSi molecule in a non-equilibrium geometry.

Properties
lowest unoccupied orbital energy: 0.024 Ha
SMILES string: C/C=C/[SiH2]Br
gap between HOMO and LUMO: 10.41 eV
ΔE to the lowest compared entry with this formula, charge and spin: 0.00 kcal/mol

Last column: Mulliken charge in e.
CARTESIAN COORDINATES (ANGSTROEM)
1 C 0.61047 0.14241 -0.51360  0.058
2 C 0.35909 -0.99852 0.10779  -0.629
3 C 0.00433 1.40263 0.05267  -1.124
4 Si 1.18209 -2.71696 -0.28773  0.582
5 Br 0.88418 -3.04602 -2.44184  -0.266
6 H 1.49521 0.24657 -1.19739  0.256
7 H -0.22113 -0.97847 0.90882  0.458
8 H -0.03073 1.32103 1.17950  0.308
9 H -1.00224 1.37144 -0.27725  0.295
10 H 0.54144 2.24272 -0.27207  0.350
11 H 0.74699 -4.02540 0.28296  -0.138
12 H 2.55500 -2.55357 -0.29717  -0.148

(2)
ORCA calculation (the ωB97M-V functional and the def2-TZVPD basis) on 3 unconnected molecules or ions with the total composition C27H47BrF16O7P3S in a non-equilibrium geometry.

Properties
net charge: -1
lowest unoccupied orbital energy: 0.069 Ha
gap between HOMO and LUMO: 6.36 eV

Last column: Mulliken charge in e.
CARTESIAN COORDINATES (ANGSTROEM)
1 C 2.36050 -4.04910 2.25357  -1.004
2 C 2.79503 -4.37662 0.79174  -0.680
3 C 2.66603 -3.13579 -0.15411  0.475
4 C 1.43685 -3.27730 -1.08620  -0.682
5 C 1.47105 -2.28494 -2.31074  -0.682
6 C 0.26008 -1.29886 -2.15998  0.011
7 C 0.07645 -0.41306 -3.42905  -1.166
8 C 0.88031 0.92376 -3.38521  -0.729
9 C 0.49340 1.83604 -2.17390  0.173
10 C 1.69568 2.71460 -1.66592  -1.145
11 P 3.11003 1.73514 -0.83450  0.828
12 S 4.79115 0.55569 0.02389  -0.111
13 P 1.74050 0.75576 0.70176  0.393
14 O 0.50611 1.86412 1.02287  -0.232
15 Br 2.79555 0.48671 2.73271  -0.374
16 O 3.47417 2.89767 0.41758  -0.033
17 C 4.40773 3.89029 0.01948  -0.326
18 C 5.57268 4.24373 1.01493  0.196
19 C 5.38729 3.52343 2.38644  -1.343
20 C 7.00935 4.10375 0.43660  -1.137
21 C 7.56240 2.64876 0.31716  -0.109
22 C 7.73750 2.13390 -1.13847  -1.235
23 C 4.71900 3.76005 -1.52587  0.494
24 P 4.10340 5.22501 -2.56897  -0.247
25 O 5.23898 6.46058 -2.37469  -0.437
26 O 2.58916 5.70903 -2.01648  -0.434
27 O 4.19228 2.51555 -1.95250  -0.813
28 H 2.21838 -4.96702 2.85768  0.368
29 H 3.07419 -3.38103 2.76392  0.253
30 H 1.37828 -3.53596 2.26052  0.188
31 H 3.82525 -4.77355 0.84139  0.322
32 H 2.13965 -5.20606 0.45999  0.324
33 H 3.60373 -3.06627 -0.74100  0.356
34 H 2.62567 -2.23473 0.48804  -0.395
35 H 0.51638 -3.07862 -0.51234  0.187
36 H 1.46042 -4.30208 -1.50454  0.317
37 H 2.36877 -1.63875 -2.25497  0.234
38 H 1.41890 -2.83356 -3.26513  0.463
39 H 0.51292 -0.68280 -1.27632  -0.287
40 H -0.66636 -1.84427 -1.89662  0.511
41 H -1.00885 -0.21291 -3.53788  0.327
42 H 0.38891 -1.00946 -4.31141  0.417
43 H 0.59031 1.46472 -4.31150  0.438
44 H 1.96554 0.75368 -3.46934  0.370
45 H -0.02514 1.29879 -1.36560  -0.468
46 H -0.24476 2.56211 -2.57775  0.468
47 H 1.32757 3.53808 -1.02478  0.402
48 H 2.11955 3.15862 -2.58322  0.472
49 H 2.89410 0.53897 -1.59363  -0.375
50 H 4.32907 -0.72679 0.00441  -0.185
51 H 0.90697 2.73866 1.13702  0.297
52 H 3.76435 4.80626 0.05595  -0.077
53 H 5.44510 5.32175 1.24722  0.463
54 H 5.67338 2.46206 2.35303  0.216
55 H 4.32885 3.54499 2.70096  0.269
56 H 6.00268 4.06530 3.12688  0.422
57 H 7.67535 4.65755 1.13142  0.497
58 H 7.12248 4.59174 -0.54811  0.448
59 H 6.99264 1.88972 0.87211  0.127
60 H 8.57826 2.65727 0.76764  0.377
61 H 6.78295 1.78013 -1.57210  0.189
62 H 8.38829 1.23745 -1.10122  0.343
63 H 8.23724 2.86171 -1.80607  0.364
64 H 5.77158 3.70343 -1.86295  0.181
65 H 5.32640 6.82106 -3.26025  0.388
66 H 2.65919 6.33097 -1.27599  0.296
67 C -2.29925 -0.23980 2.23704  -0.690
68 C -3.03832 0.77602 1.33595  0.935
69 C -3.70290 1.97127 2.02245  0.071
70 F -4.67271 1.60665 2.88527  -0.244
71 F -4.29445 2.76378 1.09109  -0.277
72 F -3.93016 0.11325 0.55859  -0.292
73 F -2.10302 1.28491 0.50523  -0.309
74 O -2.97920 -1.45577 2.58213  -0.391
75 C -3.83705 -1.50289 3.67306  0.667
76 C -5.27874 -1.79073 3.24996  0.431
77 F -5.74139 -0.85279 2.40159  -0.211
78 F -6.09809 -1.79007 4.33080  -0.313
79 F -3.72731 -0.39064 4.41714  -0.292
80 F -3.41603 -2.52351 4.45079  -0.311
81 H -1.45202 -0.58292 1.64106  0.306
82 H -1.85399 0.23418 3.11143  0.389
83 H -2.96329 2.57075 2.55858  0.274
84 H -5.35080 -2.76158 2.75689  0.114
85 C -8.30551 -2.22912 -0.29444  -0.859
86 C -6.96333 -2.99343 -0.25451  0.991
87 C -6.67164 -3.94890 -1.41467  0.063
88 F -7.57023 -4.94759 -1.50348  -0.238
89 F -5.46255 -4.53033 -1.23074  -0.257
90 F -6.85474 -3.63227 0.93420  -0.290
91 F -5.98773 -2.05071 -0.27409  -0.298
92 O -9.39259 -2.72607 0.49461  -0.393
93 C -10.23789 -3.71142 -0.00532  0.797
94 C -10.15343 -5.00735 0.80542  0.211
95 F -8.90478 -5.50647 0.81055  -0.216
96 F -10.96239 -5.94537 0.26002  -0.264
97 F -10.02429 -3.90329 -1.31598  -0.284
98 F -11.49329 -3.22888 0.10694  -0.303
99 H -8.09105 -1.25903 0.15537  0.473
100 H -8.61967 -2.00576 -1.31419  0.326
101 H -6.64952 -3.41049 -2.36570  0.290
102 H -10.45746 -4.83271 1.83936  0.237

(3)
ORCA calculation (the ωB97M-V functional and the def2-TZVPD basis) on a single C3H7N3 molecule in a non-equilibrium geometry.

Properties
lowest unoccupied orbital energy: 0.036 Ha
SMILES string: N/N=C\[C@@H]1CN1
gap between HOMO and LUMO: 9.33 eV
ΔE to the lowest compared entry with this formula, charge and spin: 85.74 kcal/mol

Last column: Mulliken charge in e.
CARTESIAN COORDINATES (ANGSTROEM)
1 C 0.48354 -1.01437 -0.01687  -0.171
2 C -0.65089 -0.33255 0.44026  0.088
3 C -1.97679 -0.19778 -0.23190  -0.382
4 H 0.81503 1.32300 0.06801  0.286
5 H 2.59066 1.32992 -0.20921  0.241
6 H 0.36340 -2.16342 -0.16217  0.287
7 H -0.92476 -0.62696 1.44565  0.275
8 H -2.08425 -0.38893 -1.27235  0.309
9 H -2.88340 -0.35623 0.48452  0.228
10 H -1.20948 1.71190 0.53117  0.241
11 N 1.66837 0.74875 0.11230  -0.340
12 N 1.63504 -0.56427 -0.20765  -0.428
13 N -0.98946 1.02108 -0.19531  -0.634

(4)
ORCA calculation (the ωB97M-V functional and the def2-TZVPD basis) on a molecular structure, C32H30Br2EuN2O2S in a non-equilibrium geometry.

Properties
multiplicity: 7
net charge: +1
lowest unoccupied orbital energy (alpha / beta): -0.112 / -0.188 Ha
gap between HOMO and LUMO (alpha / beta): 5.86 / 5.15 eV
ΔE to the lowest compared entry with this formula, charge and spin: 192.53 kcal/mol

Last column: Löwdin spin population.
CARTESIAN COORDINATES (ANGSTROEM)
1 Eu -0.31629 1.65898 -0.69641  4.063
2 Br -3.68195 5.91620 -6.42343  0.001
3 C -2.76256 4.98841 -5.04746  0.002
4 C -1.98807 5.82295 -4.12209  0.023
5 C -1.38920 5.35695 -3.03558  0.001
6 C -1.33644 3.99564 -2.86482  0.025
7 O -0.83115 3.41522 -1.83165  0.016
8 C -1.97115 3.10242 -3.77614  0.012
9 C -2.07413 1.65280 -3.73691  0.045
10 N -1.58825 0.83113 -2.82321  0.011
11 C -1.72080 -0.59465 -2.88164  0.229
12 C -2.50516 -1.30294 -3.75252  0.144
13 C -2.32619 -2.71820 -3.80392  0.218
14 C -1.57146 -3.42663 -2.90792  0.249
15 C -0.98594 -2.74599 -1.77679  0.067
16 C -0.53194 -3.57935 -0.77588  0.377
17 C 0.35800 -3.32046 0.35893  0.069
18 C -0.10199 -2.46469 1.54326  0.024
19 N -0.33637 -0.52886 -0.97230  0.239
20 C -0.95731 -1.21287 -1.77369  0.059
21 C -2.75504 3.64700 -4.81575  0.006
22 H -2.00816 6.92188 -4.30350  0.001
23 H -0.96029 6.09583 -2.37450  -0.001
24 H -2.50257 1.12569 -4.57879  0.002
25 H -3.14695 -0.80750 -4.41947  0.004
26 H -2.65333 -3.16599 -4.73859  0.007
27 H -1.59454 -4.53017 -2.98803  0.006
28 H -0.72176 -4.61344 -0.92564  0.015
29 H 0.90676 -4.21244 0.70461  0.005
30 H 0.13643 -3.12508 2.43436  0.000
31 H -3.26387 2.95575 -5.46091  0.000
32 Br 2.60598 2.70339 -0.92083  -0.001
33 C 2.97439 2.99244 0.93818  0.000
34 C 4.18924 3.43059 1.26322  0.000
35 C 4.44750 3.67113 2.58772  0.000
36 C 3.62022 3.26561 3.56391  0.000
37 C 2.33275 2.74056 3.18029  0.000
38 C 1.47366 2.21265 4.19528  0.001
39 C 0.25025 1.70467 3.83820  0.000
40 C -0.11222 1.60135 2.49595  0.002
41 C 0.70023 2.06938 1.46253  -0.007
42 C 1.94633 2.59478 1.84284  0.000
43 H 4.90001 3.65125 0.41367  0.000
44 H 5.40436 4.11526 2.86492  0.000
45 H 3.80809 3.56959 4.62521  0.000
46 H 1.76858 2.26799 5.22140  0.000
47 H -0.42651 1.35002 4.61037  0.000
48 H -1.03881 1.07853 2.33733  0.001
49 C 3.88106 -3.37342 1.50710  0.000
50 C 3.03754 -2.79073 2.60193  0.000
51 C 2.43817 -1.37338 2.31632  0.004
52 S 1.17084 -1.30856 1.09208  0.020
53 O 1.47835 -2.38718 -0.00998  0.031
54 C -1.59243 -2.11553 1.59486  0.004
55 C -2.23899 -3.48932 1.78915  0.015
56 C -3.68406 -3.53641 1.29505  0.001
57 H 4.76282 -3.96231 1.89505  0.000
58 H 4.41652 -2.60646 1.03706  0.000
59 H 3.33759 -3.97128 0.77035  0.000
60 H 3.59447 -2.67886 3.52322  0.000
61 H 2.17465 -3.40609 2.95576  0.000
62 H 3.19437 -0.70375 1.84145  0.001
63 H 2.01350 -0.76310 3.15307  0.001
64 H -1.89944 -1.68394 0.66799  0.002
65 H -1.87338 -1.50550 2.47036  0.000
66 H -2.14637 -3.75199 2.82138  0.001
67 H -1.64451 -4.17588 1.22906  0.007
68 H -4.26824 -2.82435 1.80169  0.000
69 H -4.06823 -4.51404 1.44889  0.000
70 H -3.74658 -3.23467 0.24437  0.000

(5)
ORCA calculation (the ωB97M-V functional and the def2-TZVPD basis) on a single C4H9NO2 molecule.

Properties
lowest unoccupied orbital energy: 0.035 Ha
SMILES string: COC/C(C)=N\O
gap between HOMO and LUMO: 10.65 eV
ΔE to the lowest compared entry with this formula, charge and spin: 74.75 kcal/mol

Last column: Mulliken charge in e.
CARTESIAN COORDINATES (ANGSTROEM)
1 C -0.20059 0.98565 -1.60465  -0.616
2 O -0.86871 1.38601 -0.42556  -0.368
3 C -1.10279 0.31426 0.46292  -0.495
4 C 0.16582 -0.47761 0.69651  0.744
5 N 0.42658 -1.61066 0.16922  -0.564
6 O -0.61974 -2.09483 -0.61456  -0.374
7 C 1.25014 0.18651 1.49298  -1.103
8 H -0.27311 1.81094 -2.31481  0.281
9 H 0.86257 0.78396 -1.40907  0.244
10 H -0.63035 0.07615 -2.05030  0.267
11 H -1.90068 -0.33783 0.09127  0.351
12 H -1.41886 0.77934 1.40200  0.328
13 H -0.24298 -2.90680 -0.97506  0.364
14 H 0.97559 0.25731 2.55265  0.311
15 H 1.38657 1.20996 1.12202  0.261
16 H 2.19052 -0.36236 1.40445  0.369

(6)
ORCA calculation (the ωB97M-V functional and the def2-TZVPD basis) on a gas-phase ion, C5H10N3 (charge +1) in a non-equilibrium geometry.

Properties
net charge: +1
lowest unoccupied orbital energy: -0.148 Ha
SMILES string: [NH3+]CCc1cnc[nH]1
gap between HOMO and LUMO: 8.10 eV
ΔE to the lowest compared entry with this formula, charge and spin: 22.13 kcal/mol

Last column: Mulliken charge in e.
CARTESIAN COORDINATES (ANGSTROEM)
1 C -1.88938 -0.49726 -0.04722  -0.562
2 C -0.79314 0.06965 0.87842  -0.740
3 C 0.48606 0.25769 0.14351  0.203
4 C 1.08350 1.39431 -0.31031  -0.449
5 N 2.28222 1.08658 -0.89491  -0.542
6 C 2.42469 -0.19660 -0.76481  -0.214
7 N 1.36041 -0.76298 -0.12517  -0.082
8 N -3.18598 -0.69489 0.68837  -0.256
9 H -1.58591 -1.46626 -0.44495  0.349
10 H -2.04382 0.17135 -0.88361  0.376
11 H -1.15426 1.03029 1.25339  0.427
12 H -0.69028 -0.57987 1.74334  0.428
13 H 0.73271 2.41226 -0.29874  0.382
14 H 3.27452 -0.76072 -1.11216  0.394
15 H 1.27172 -1.72926 0.13826  0.204
16 H -3.13673 -1.47758 1.34388  0.366
17 H -3.39993 0.12936 1.25767  0.354
18 H -3.95270 -0.85323 0.03310  0.364